# C5H14N2

A gas-phase ion, C5H14N2 (charge -1) at a distorted geometry (ωB97M-V with the def2-TZVPD basis set, the Open Molecules 2025 dataset).

Structure (XYZ):
```
21
Properties=species:S:1:pos:R:3:forces:R:3:mulliken_charge:R:1
C -0.056624 -0.595410 0.689439 -0.3573 -0.6834 0.9597 0.38
N 0.835002 -0.407233 -2.209004 0.0071 -0.2708 0.0986 -0.97
H 1.073012 -0.603919 2.537919 -0.1822 0.3401 0.3420 0.42
N 1.196450 -0.078841 0.192863 0.0398 0.7370 0.1560 0.16
H -0.603843 -1.220276 2.780001 -0.4593 0.2781 0.2473 0.43
H -1.502267 0.430580 -1.382093 -0.2273 -0.2083 -0.1953 -0.05
H -0.409906 -1.441438 0.093858 -0.1620 -0.0452 -0.3014 0.34
H 1.941162 -0.719161 0.418620 0.0763 -0.1646 -0.2834 0.20
H -2.740949 1.289095 -0.408308 0.0069 -0.1697 -0.3126 0.96
H -0.646709 1.283946 1.299974 -0.3599 -0.1947 0.4046 0.30
C 0.236784 -1.153707 2.114549 0.9308 -0.8020 -1.2328 -1.90
H 1.568750 -0.535522 -2.899815 -0.2821 0.0078 -0.2555 0.73
C -1.160276 0.440811 0.808452 0.9894 1.4545 -0.6912 -0.67
C 1.331361 0.477646 -1.165446 -0.4640 -1.5348 0.7569 -2.72
H 2.410038 0.473500 -1.308927 0.0430 0.9899 -0.0061 1.69
H -1.208070 2.023397 -0.688423 0.1560 0.0611 -0.2165 0.13
H -0.006732 -0.044744 -2.644297 0.1612 0.0128 -0.3134 0.55
H -1.955723 0.097358 1.464912 -0.1235 -0.1906 -0.1545 0.58
C -1.676495 1.058992 -0.523280 -0.4705 -0.0233 1.0891 -1.89
H 0.766592 1.406784 -1.162001 0.6895 0.3273 -0.2077 -0.10
H 0.608441 -2.181857 1.991008 -0.0118 0.0790 0.1164 0.42
```
Positions in Å, forces in eV/Å.

Results
E (a.u.): -308.3346
E_LUMO (alpha / beta) (eV): 3.9 / 3.7
Molar mass (g mol⁻¹): 102.2
Spin multiplicity: 2
Gap between HOMO and LUMO (alpha / beta) (eV): 2.47 / 8.84
Relative energy (zero: lowest compared OMol25 entry of this formula, charge and spin) (kcal per mole): 17.83
Charge: -1
E_HOMO (alpha / beta) (eV): 1.4082 / -5.1028